Record 1
{
  "formula": "C4H15NO7",
  "method": "the ωB97M-V functional and the def2-TZVPD basis",
  "homo_lumo_gap_ev": 10.45,
  "de_lowest_ev": 3.961,
  "lumo_energy_ev": 0.00,
  "total_charge": 0,
  "homo_ev": -10.4,
  "max_force_ev_per_a": 5.07,
  "elements": ["C", "C", "N", "C", "O", "C", "O", "O", "H", "H", "H", "H", "H", "H", "H", "O", "H", "H", "O", "H", "H", "O", "H", "H", "O", "H", "H"],
  "positions_angstrom": [[1.479, -1.596, -1.337], [0.654, -0.776, -0.239], [1.423, -0.828, 0.980], [1.511, 0.256, 1.926], [1.060, 1.332, 1.715], [0.441, 0.739, -0.914], [-0.701, 1.193, -0.936], [1.550, 1.255, -1.368], [0.676, -2.318, -1.860], [2.277, -2.309, -0.983], [1.968, -0.995, -2.156], [-0.301, -1.273, -0.193], [2.016, -1.667, 1.072], [2.413, 0.061, 2.656], [1.770, 2.274, -1.429], [-3.596, 0.604, 0.300], [-2.812, 0.656, -0.251], [-3.173, 0.544, 1.096], [-1.461, 0.788, 2.278], [-1.273, 0.856, 1.267], [-1.052, 1.567, 2.662], [-0.103, 1.384, -3.404], [-0.235, 2.136, -2.818], [-0.799, 0.806, -3.141], [-1.446, -1.833, 1.891], [-0.663, -1.927, 1.191], [-1.626, -0.929, 1.996]]
}

Record 2
{
  "formula": "C4H15O5",
  "method": "the ωB97M-V functional and the def2-TZVPD basis",
  "homo_lumo_gap_ev": 7.75,
  "de_lowest_ev": 2.143,
  "lumo_energy_ev": 3.50,
  "total_charge": -1,
  "homo_ev": -4.3,
  "max_force_ev_per_a": 5.41,
  "elements": ["C", "C", "C", "O", "C", "O", "H", "H", "H", "H", "H", "H", "H", "H", "H", "H", "H", "O", "H", "H", "O", "H", "H", "O"],
  "positions_angstrom": [[0.704, 0.770, 1.701], [-0.189, -0.435, 1.453], [-1.657, -0.059, 1.561], [-2.482, -1.222, 1.384], [0.725, 1.542, 0.384], [1.515, 0.783, -0.488], [0.393, 1.441, 2.623], [1.739, 0.549, 1.839], [0.176, -1.435, 1.948], [-0.110, -0.766, 0.357], [-1.854, 0.607, 0.634], [-2.016, 0.486, 2.456], [-1.851, -1.957, 1.473], [-0.299, 1.509, -0.075], [0.992, 2.545, 0.466], [-1.730, -0.801, -1.676], [-0.765, -0.548, -2.955], [-1.632, -0.532, -2.658], [2.599, -1.196, -1.497], [1.361, -1.158, -0.631], [1.921, -1.700, -1.105], [1.398, 0.724, -1.801], [0.091, 0.591, -2.606], [0.973, 0.262, -2.786]]
}

Record 3
{
  "formula": "C4H15PSi2",
  "method": "the ωB97M-V functional and the def2-TZVPD basis",
  "homo_lumo_gap_ev": 9.79,
  "de_lowest_ev": 0.000,
  "lumo_energy_ev": 0.93,
  "total_charge": 0,
  "homo_ev": -8.9,
  "max_force_ev_per_a": 3.48,
  "elements": ["C", "Si", "C", "P", "Si", "C", "C", "H", "H", "H", "H", "H", "H", "H", "H", "H", "H", "H", "H", "H", "H", "H"],
  "positions_angstrom": [[1.590, -1.033, 2.277], [0.158, 0.191, 2.055], [-1.537, -0.566, 1.698], [0.643, 1.659, 0.412], [-0.504, 0.683, -1.372], [0.162, -1.427, -2.028], [-0.352, 2.034, -2.573], [2.198, -1.103, 1.354], [2.387, -0.903, 3.050], [1.140, -1.931, 2.600], [-0.113, 1.019, 3.443], [-1.908, 0.198, 1.027], [-1.538, -1.507, 1.192], [-2.009, -0.471, 2.620], [1.833, 1.032, 0.079], [-1.898, 0.383, -1.107], [-0.237, -2.093, -1.311], [-0.237, -1.608, -3.033], [1.250, -1.522, -1.952], [-1.300, 2.276, -3.040], [0.015, 2.975, -1.961], [0.257, 1.714, -3.431]]
}

Record 4
{
  "formula": "C4H16",
  "method": "the ωB97M-V functional and the def2-TZVPD basis",
  "homo_lumo_gap_ev": 13.33,
  "de_lowest_ev": 0.225,
  "lumo_energy_ev": 0.80,
  "total_charge": 0,
  "homo_ev": -12.5,
  "max_force_ev_per_a": 2.06,
  "elements": ["C", "H", "H", "H", "H", "C", "H", "H", "H", "H", "C", "H", "H", "H", "H", "C", "H", "H", "H", "H"],
  "positions_angstrom": [[4.034, 1.100, -2.647], [3.488, 1.830, -3.243], [5.064, 1.368, -2.428], [3.417, 0.854, -1.789], [4.103, 0.123, -3.142], [-2.545, 4.638, 1.326], [-2.429, 4.298, 2.348], [-3.076, 3.821, 0.792], [-3.218, 5.474, 1.171], [-1.557, 4.662, 0.867], [-0.883, -4.287, 2.515], [-0.968, -3.566, 3.323], [-0.654, -3.794, 1.577], [-0.129, -5.058, 2.593], [-1.859, -4.765, 2.390], [-0.514, -1.387, -1.097], [-0.026, -0.636, -0.477], [-0.534, -0.808, -2.016], [-0.120, -2.383, -1.135], [-1.594, -1.482, -0.928]]
}